Density functional theory data (ωB97M-V/def2-TZVPD) for a structure of composition C36H54BrN3O2SSi2Ti.

Results
HOMO-LUMO gap (alpha / beta) = 7.364 / 7.373 eV
LUMO level (alpha / beta) = -3.028 / -3.020 eV

```
! RIJCOSX wB97M-V def2-TZVPD def2/J DEFGRID3
* xyz 1 2
Ti 10.24849 11.76760 10.31979
C 9.69210 19.46430 12.65980
C 9.92094 19.14373 11.18664
C 11.23414 19.80468 10.76948
C 8.74892 19.73188 10.35148
C 10.01790 17.68872 10.79132
C 9.41212 16.75546 11.60895
C 9.51830 15.41698 11.30529
Br 8.66962 14.16611 12.50612
C 10.12870 14.94550 10.13834
O 10.15996 13.57208 9.93358
C 10.63118 15.91628 9.24046
C 10.58878 17.26838 9.60356
C 10.97110 15.57818 7.84799
C 9.62062 15.32486 7.12024
C 11.95901 14.40780 7.73699
C 11.69056 16.70146 7.07380
H 10.02990 20.46098 12.90030
H 10.37180 18.81762 13.27438
H 8.63902 19.33150 13.02732
H 11.24299 20.80377 11.13099
H 11.44060 19.82355 9.65619
H 12.13506 19.39561 11.17177
H 8.68064 20.80230 10.51116
H 7.89159 19.13979 10.64446
H 8.88296 19.59651 9.31661
H 8.77511 16.99754 12.49078
H 11.04320 17.97516 8.97009
H 8.96777 14.61970 7.70197
H 9.75969 15.07202 6.07160
H 9.22017 16.35063 7.13729
H 11.39641 13.55330 8.02783
H 12.83905 14.52656 8.42523
H 12.33834 14.28028 6.79724
H 11.03391 17.56222 7.05280
H 11.94232 16.44147 6.03189
H 12.64141 17.14877 7.51566
C 6.98060 9.14044 9.85422
Si 7.27832 10.45716 11.17778
C 6.73192 11.99094 10.22554
C 5.94500 10.31940 12.51409
C 9.01682 10.47070 11.67887
Si 9.52012 9.00065 12.65049
C 8.12278 7.78389 13.22073
C 10.62416 9.39380 14.18304
C 10.72176 7.84956 11.68847
H 7.05064 9.52720 8.85507
H 7.74110 8.35602 9.89734
H 6.03690 8.56916 9.98562
H 6.44606 12.72720 10.97549
H 5.86750 11.57098 9.72695
H 7.46722 12.52467 9.55338
H 4.96570 10.49147 11.91632
H 5.90291 10.95710 13.36756
H 5.79379 9.27999 12.87196
H 9.10647 11.25012 12.46416
H 7.59487 8.03766 14.23040
H 8.44773 6.73244 13.25179
H 7.22782 7.71886 12.52701
H 10.03337 9.67648 15.09127
H 11.19666 10.30187 13.98923
H 11.29880 8.53577 14.31020
H 10.16009 7.28176 10.96920
H 11.27004 7.28491 12.57802
H 11.48532 8.47448 11.28370
S 11.92459 12.32773 12.42379
C 12.48021 13.88292 12.15682
N 12.35441 14.79512 13.13333
C 12.66806 16.08001 13.01532
C 13.27263 16.57789 11.87195
C 13.46583 15.61866 10.85255
C 13.16419 14.29822 11.00076
H 11.87232 14.41787 13.97339
H 12.40531 16.69821 13.85469
H 13.56475 17.65966 11.72440
H 13.83412 15.93231 9.86388
H 13.33183 13.57174 10.13357
O 12.04342 10.89567 9.77173
N 12.65435 10.10247 8.89978
C 12.76287 10.39720 7.59141
C 13.44189 9.58211 6.67367
C 14.03138 8.40833 7.13428
C 13.98779 8.14955 8.46906
C 13.34338 9.01841 9.36816
H 12.17224 11.25583 7.40541
H 13.48836 9.83371 5.65702
H 14.58471 7.84423 6.48832
H 14.43303 7.33189 8.96295
H 13.36440 8.86660 10.47059
C 9.39299 8.84819 6.13446
C 9.69330 8.36508 7.40866
C 9.76112 9.22314 8.50247
N 9.56420 10.53860 8.44071
C 9.35809 11.02964 7.17891
C 9.28087 10.22681 6.04149
H 9.40363 8.27762 5.23801
H 9.69919 7.28069 7.56103
H 10.04843 8.79961 9.47532
H 9.23102 12.13110 7.08899
H 9.12158 10.71599 5.08203
*
```

Results of the Löwdin charge analysis, in e, for atoms 1 through 8: 0.860 -0.052 -0.543 -0.052 -0.015 -0.190 -0.083 -0.522


Density functional theory data (ωB97M-V/def2-TZVPD) for a structure of composition C37H65Cl3Ge2N4NaPSbSeSi3.

Results
HOMO-LUMO gap (alpha / beta) = 7.604 / 5.639 eV
LUMO level (alpha / beta) = 0.238 / -1.725 eV

```
! RIJCOSX wB97M-V def2-TZVPD def2/J DEFGRID3
* xyz 0 2
Na 9.41018 13.71235 16.10428
C 11.77240 14.26695 24.08708
C 11.89087 15.45884 23.40145
C 11.48465 15.52599 22.02293
C 11.06034 14.39806 21.35147
C 11.05346 13.16944 22.04426
C 11.36922 13.12465 23.41400
P 10.40281 14.40039 19.65730
C 9.51746 15.99664 19.65976
C 8.85897 16.50913 20.88009
C 7.92985 17.45185 20.85102
C 7.46058 18.07041 19.62049
C 8.43125 17.85905 18.38518
C 9.30463 16.68372 18.46545
C 11.81684 14.84776 18.60099
C 13.12270 15.16412 19.01471
C 14.04333 15.51688 18.00615
C 13.63844 15.57667 16.65074
C 12.33436 15.24449 16.31343
C 11.47225 14.85585 17.28951
H 11.92958 14.26611 25.19292
H 12.25190 16.38394 23.87116
H 11.45065 16.49124 21.53642
H 10.74098 12.24831 21.53204
H 11.29916 12.15140 23.90593
H 9.09507 16.06716 21.82600
H 7.53006 17.80916 21.79986
H 6.52598 17.49407 19.26344
H 7.83565 17.71453 17.46428
H 9.76455 16.29544 17.55941
H 13.38273 15.12332 20.08056
H 15.08307 15.69556 18.26081
H 14.34344 15.86739 15.86292
H 12.04750 15.42761 15.29038
C 8.42875 13.64180 8.01700
Ge 8.67069 13.80232 9.99743
C 7.40476 14.95067 10.95567
C 8.36463 11.99065 10.84498
C 10.47283 14.50170 10.48512
Se 10.74685 14.43639 12.42571
C 11.76968 12.78596 12.76204
H 7.42447 13.90190 7.74148
H 8.64620 12.63716 7.70827
H 9.01671 14.34342 7.47676
H 6.34314 14.66458 10.75972
H 7.52148 16.00574 10.70567
H 7.53641 14.91579 12.04055
H 7.42340 11.55456 10.46150
H 8.32949 12.12262 11.94786
H 9.20529 11.29693 10.68855
H 10.52348 15.55847 10.28140
H 11.34245 13.99930 10.06275
H 11.24339 11.96309 13.27472
H 12.57834 13.09412 13.41141
H 12.20414 12.37901 11.86770
C 13.39191 19.55122 13.31055
Si 12.73512 20.30293 14.91557
C 13.89944 19.95550 16.38179
C 12.39275 22.16114 14.73262
Sb 10.67504 18.75639 15.40004
Si 8.74987 19.58255 13.65569
C 7.06177 19.53197 14.35455
C 8.75478 18.31404 12.28375
C 9.13034 21.27898 12.93304
Si 9.59515 19.33617 17.73614
C 6.97635 19.47346 19.96957
C 8.53460 20.88110 17.64592
C 10.85104 19.62480 19.09998
H 13.31650 20.30506 12.53910
H 12.75715 18.70392 13.03712
H 14.38197 19.13947 13.42031
H 14.77734 20.58879 16.29952
H 14.22081 18.91060 16.43763
H 13.38552 20.17266 17.33888
H 13.20143 22.75579 15.15063
H 11.56959 22.56942 15.34527
H 12.26323 22.41949 13.65816
H 6.77462 18.51305 14.62608
H 6.32384 19.86629 13.64056
H 6.94157 20.17368 15.24107
H 8.68722 17.31563 12.75214
H 9.63266 18.34131 11.65705
H 7.82074 18.40347 11.69889
H 9.64279 21.85143 13.75420
H 8.22982 21.79854 12.58917
H 9.82493 21.26094 12.08063
H 6.49758 19.90290 19.10226
H 6.25025 19.41451 20.75414
H 7.80669 20.13867 20.22208
H 7.48748 20.71228 17.39452
H 8.90268 21.60458 16.90938
H 8.62648 21.31269 18.64476
H 11.59108 18.81262 19.00884
H 10.36825 19.53039 20.03866
H 11.32813 20.59728 19.04541
Cl 7.49286 15.62424 14.99386
Ge 5.60765 14.51974 15.96880
Cl 4.45311 13.38444 14.41884
Cl 6.96637 12.84784 17.01334
C 11.73377 8.17191 18.81261
C 10.21305 8.01040 18.89950
C 9.54097 8.86184 19.97327
C 9.48537 8.14653 17.56976
N 9.88822 9.35653 16.84866
C 9.53431 10.66307 16.93974
N 10.09604 11.34318 15.94453
N 10.84282 10.45960 15.28515
N 10.80278 9.24695 15.82518
H 12.18586 7.85462 19.74716
H 12.02700 9.24241 18.65643
H 12.20107 7.55783 18.04452
H 10.09765 6.96304 19.30502
H 9.78642 9.89527 19.88990
H 9.79188 8.48776 20.94850
H 8.43252 8.88135 19.88321
H 8.39868 8.12189 17.81947
H 9.74801 7.32252 16.89246
H 8.75949 10.99839 17.58326
*
```

Results of the Löwdin charge analysis, in e, for atoms 1 through 8: 0.068 -0.107 -0.064 -0.112 -0.419 -0.093 -0.090 1.087


Density functional theory data (ωB97M-V/def2-TZVPD) for the ion C4H12N2 with charge +1.

Results
HOMO-LUMO gap (alpha / beta) = 11.219 / 5.386 eV
LUMO level (alpha / beta) = -2.898 / -8.040 eV

```
! RIJCOSX wB97M-V def2-TZVPD def2/J DEFGRID3
* xyz 1 2
C 0.95323 1.07190 1.95598
N 0.99294 0.03918 0.87665
C -1.02228 -1.66049 0.04995
C -0.17660 -0.25209 -0.04127
C 0.38791 -0.08374 -1.49344
N -0.44643 0.83318 -2.30637
H -0.07812 0.95083 2.59630
H 1.05969 2.10957 1.59387
H 1.77451 1.10691 2.65915
H 1.40406 -0.81599 1.35967
H -0.59607 -2.65435 -0.06893
H -1.62847 -1.67687 0.95641
H -1.76535 -1.44351 -0.67364
H -0.80122 0.67538 0.18900
H 0.62432 -0.92297 -2.03052
H 1.31604 0.25765 -1.22530
H -0.50802 1.86046 -1.97528
H -1.49012 0.60492 -2.42223
*
```

Results of the Löwdin charge analysis, in e, for atoms 1 through 8: -0.041 0.069 0.019 -0.251 -0.193 0.038 0.174 0.100


Density functional theory data (ωB97M-V/def2-TZVPD) for a structure of composition C26H22F3MoN10O5Sb.

Results
HOMO-LUMO gap (alpha / beta) = 7.176 / 7.580 eV
LUMO level (alpha / beta) = -1.628 / -1.462 eV

```
! RIJCOSX wB97M-V def2-TZVPD def2/J DEFGRID3
* xyz 0 3
Mo 2.34072 -0.76698 -0.83398
O 3.22869 -2.93804 -0.30230
C 2.99212 -3.13341 1.08829
C 1.68399 -2.47435 1.54254
N 1.71164 -1.02842 1.27179
C 2.68157 -0.34987 2.14250
C 4.05676 -0.27864 1.41328
O 5.09050 -0.30672 2.03234
O 3.89890 -0.18622 0.14014
C 0.38630 -0.42023 1.35920
C 0.31287 0.78693 0.37627
O -0.98946 1.12703 0.16174
O 0.91568 0.35888 -0.80476
H 2.71645 -3.59660 -0.79929
H 3.85491 -2.69481 1.60340
H 2.96073 -4.20588 1.30799
H 1.53575 -2.66862 2.61414
H 0.84651 -2.91326 0.98256
H 2.79103 -0.85049 3.11119
H 2.36109 0.68313 2.31171
H 0.12805 -0.12090 2.38167
H -0.36219 -1.13198 0.99435
N 2.03360 -2.27102 -4.02354
C 1.03502 -2.45577 -3.12599
N -0.10833 -3.09730 -3.33216
N -0.74452 -3.05973 -2.17884
N -0.05419 -2.45491 -1.28441
N 1.11088 -2.04047 -1.83445
C 3.15139 -1.53067 -3.73961
N 4.18739 -1.35989 -4.53625
N 5.02790 -0.60208 -3.84940
N 4.56160 -0.31096 -2.70594
N 3.34398 -0.86667 -2.56424
H 1.91765 -2.61950 -4.96298
F -5.53659 5.21914 -1.03150
C -4.84092 4.06746 -1.12322
C -4.12600 3.80191 -2.27573
C -3.37114 2.64268 -2.33195
C -3.34950 1.75255 -1.26743
C -4.11160 2.02471 -0.14321
C -4.85983 3.18593 -0.05814
Sb -1.92468 0.10695 -1.34584
C -2.88999 -1.15846 0.14224
C -2.98645 -0.73995 1.46212
C -3.56808 -1.54842 2.42247
C -4.04849 -2.78510 2.03201
F -4.62467 -3.57917 2.95849
C -3.94312 -3.23570 0.72848
C -3.35897 -2.41258 -0.21927
C 1.00074 2.05102 0.88468
C 1.98954 2.66554 0.12298
C 2.47955 3.90528 0.49379
C 1.97513 4.51430 1.62785
F 2.43248 5.73004 1.97323
C 0.99704 3.91726 2.40467
C 0.50297 2.68443 2.02088
H -4.15223 4.50186 -3.09661
H -2.80336 2.42572 -3.22736
H -4.13618 1.32033 0.67364
H -5.44244 3.41880 0.82033
H -2.57515 0.21849 1.74431
H -3.65726 -1.23646 3.45162
H -4.32361 -4.20861 0.46386
H -3.26495 -2.74181 -1.24314
H 2.36322 2.19945 -0.78874
H 3.22458 4.41116 -0.09848
H 0.63024 4.42164 3.28518
H -0.30525 2.23804 2.58085
*
```

Results of the Löwdin charge analysis, in e, for atoms 1 through 8: 1.832 -0.115 -0.177 -0.143 -0.253 -0.047 -0.600 0.120


E_tot: -166517.2757 -305207.1693 -7312.2067 -69002.2819 (eV)
F_max: 3.1 3.5 4.0 2.7 (eV/Å)
Energy above the lowest of the compared OMol25 structures with the same formula, charge and spin: 0.514 0.000 2.237 1.027 (eV)